Record 1
7
Properties=species:S:1:pos:R:3:forces:R:3 method="wB97M-V/def2-TZVPD" e_tot_ev=-30548.8394 spin_multiplicity=1 gap_ha="0.2703 / 0.2674" fmax_ev_per_a=4.49
Cl 0.540689 1.758168 0.043427 -0.2 -0.1 0.6
O -0.623303 -1.662284 -0.843348 0.7 -0.1 0.6
C 0.362681 -1.062521 -1.024195 -3.9 -2.1 -0.6
H 1.005677 0.098083 1.342241 0.1 0.1 0.1
O 0.209876 0.278156 0.825132 0.0 0.9 0.2
S -2.724336 1.058056 1.095417 0.0 0.0 0.0
O 1.228714 -0.467656 -1.438673 3.4 1.3 -1.0

=====

Record 2
6
Properties=species:S:1:pos:R:3:forces:R:3 method="wB97M-V/def2-TZVPD" e_tot_ev=-37290.8410 spin_multiplicity=1 gap_ha="0.3066 / 0.2507" fmax_ev_per_a=2.63
O 0.867934 -1.407016 -0.422725 -0.3 -0.1 -1.3
H -1.438971 -0.523666 -0.803154 -1.6 1.9 0.6
C 1.364270 -0.893018 0.485588 -0.9 -1.3 1.5
S -2.289111 0.633746 -0.383829 2.0 -1.7 -0.5
Cl 2.380713 0.397302 0.733965 1.3 1.4 -0.1
S -0.884837 1.792651 0.390156 -0.5 -0.2 -0.2

=====

Record 3
5
Properties=species:S:1:pos:R:3:forces:R:3 method="wB97M-V/def2-TZVPD" e_tot_ev=-42769.0903 spin_multiplicity=5 gap_ha="0.2741 / 0.2976" fmax_ev_per_a=2.15
Co 1.453717 0.232511 -0.131636 0.6 0.4 -0.4
C -0.891410 -0.186125 0.337914 -1.4 1.0 -1.2
O -0.013150 -1.174650 0.103515 -0.6 -2.0 -0.4
O -0.452465 0.909935 -0.083238 0.0 0.2 0.9
H -1.158337 -1.405630 -0.361237 1.5 0.4 1.1

=====

Record 4
5
Properties=species:S:1:pos:R:3:forces:R:3 method="wB97M-V/def2-TZVPD" e_tot_ev=-7969.2916 spin_multiplicity=1 gap_ha="0.3007 / 0.2982" fmax_ev_per_a=2.87
F 2.832947 -0.783351 0.149345 -0.5 0.5 0.2
F -2.422540 0.838167 -0.409295 0.8 0.0 -0.6
H -0.697937 -0.122678 -0.408466 0.9 0.6 -1.6
C -1.594720 0.011260 0.159808 -1.6 -0.5 2.3
N 1.882252 0.056601 0.508608 0.5 -0.5 -0.2

=====

Copy entry 3 word for word.
5
Properties=species:S:1:pos:R:3:forces:R:3 method="wB97M-V/def2-TZVPD" e_tot_ev=-42769.0903 spin_multiplicity=5 gap_ha="0.2741 / 0.2976" fmax_ev_per_a=2.15
Co 1.453717 0.232511 -0.131636 0.6 0.4 -0.4
C -0.891410 -0.186125 0.337914 -1.4 1.0 -1.2
O -0.013150 -1.174650 0.103515 -0.6 -2.0 -0.4
O -0.452465 0.909935 -0.083238 0.0 0.2 0.9
H -1.158337 -1.405630 -0.361237 1.5 0.4 1.1